# 1
Molecular formula: C9H14
Method: DFT, ωB97M-V/def2-TZVPD

Positions of all 23 atoms, in Å:
1 C 0.683 1.750 -1.849
2 C 0.933 1.562 -0.390
3 C 0.151 0.724 0.409
4 C 0.549 0.480 1.713
5 C 1.725 1.058 2.186
6 C 2.309 2.141 1.540
7 C 1.944 2.307 0.187
8 H 0.421 2.751 -2.182
9 H 0.007 1.041 -2.329
10 H 1.596 1.384 -2.362
11 H -0.643 0.225 -0.133
12 H -0.018 -0.218 2.315
13 H 2.173 0.593 3.061
14 H 3.089 2.746 1.973
15 H 2.591 2.994 -0.350
16 C -2.858 -2.478 -0.862
17 C -1.589 -2.960 -0.111
18 H -2.628 -1.440 -1.076
19 H -3.129 -3.018 -1.765
20 H -3.743 -2.494 -0.225
21 H -1.665 -3.375 0.895
22 H -0.941 -2.085 -0.018
23 H -0.956 -3.687 -0.625

## Properties
- spin multiplicity = 1
- frontier orbital gap (Ha) = 0.36314
- LUMO level (eV) = 0.994
- SMILES = Cc1ccccc1.CC

---

# 2
Molecular formula: C9H14
Method: DFT, ωB97M-V/def2-TZVPD

Positions of all 23 atoms, in Å:
1 C -2.808 -0.413 0.501
2 C -1.712 0.308 1.248
3 C -0.582 -0.370 1.665
4 C 0.362 0.302 2.443
5 C 0.182 1.620 2.816
6 C -1.002 2.270 2.471
7 C -1.932 1.614 1.693
8 H -3.134 0.205 -0.339
9 H -3.662 -0.546 1.155
10 H -2.441 -1.370 0.145
11 H -0.352 -1.412 1.499
12 H 1.215 -0.261 2.789
13 H 0.961 2.128 3.381
14 H -1.165 3.202 2.993
15 H -2.824 2.121 1.348
16 C 2.434 -1.122 -2.472
17 C 2.307 -1.220 -3.993
18 H 1.525 -1.498 -2.025
19 H 3.336 -1.600 -2.092
20 H 2.532 -0.098 -2.099
21 H 1.331 -0.891 -4.342
22 H 3.113 -0.693 -4.496
23 H 2.317 -2.277 -4.289

## Properties
- spin multiplicity = 1
- frontier orbital gap (Ha) = 0.36696
- LUMO level (eV) = 0.961
- SMILES = Cc1ccccc1.CC

---

# 3
Molecular formula: C9H14
Method: DFT, ωB97M-V/def2-TZVPD

Positions of all 23 atoms, in Å:
1 C -0.520 -1.436 -1.347
2 C -0.178 0.016 -1.569
3 C -0.936 1.008 -0.955
4 C -0.693 2.340 -1.236
5 C 0.346 2.708 -2.083
6 C 1.173 1.723 -2.618
7 C 0.897 0.389 -2.371
8 H -1.599 -1.542 -1.451
9 H -0.248 -1.826 -0.367
10 H -0.133 -2.061 -2.154
11 H -1.735 0.737 -0.275
12 H -1.254 3.127 -0.754
13 H 0.475 3.746 -2.368
14 H 2.018 2.048 -3.220
15 H 1.564 -0.382 -2.742
16 C -0.478 -1.587 3.618
17 C 0.701 -1.087 2.772
18 H -0.523 -2.676 3.653
19 H -0.431 -1.162 4.621
20 H -1.417 -1.225 3.193
21 H 0.550 -0.037 2.506
22 H 0.779 -1.650 1.842
23 H 1.643 -1.171 3.306

## Properties
- spin multiplicity = 1
- frontier orbital gap (Ha) = 0.36823
- LUMO level (eV) = 0.990
- SMILES = Cc1ccccc1.CC

---

# 4
Molecular formula: C9H14
Method: DFT, ωB97M-V/def2-TZVPD

Positions of all 23 atoms, in Å:
1 C 0.641 -2.252 0.739
2 C -0.386 -1.666 -0.185
3 C -0.158 -0.373 -0.718
4 C -1.078 0.230 -1.549
5 C -2.317 -0.415 -1.750
6 C -2.545 -1.687 -1.336
7 C -1.588 -2.270 -0.500
8 H 0.186 -2.259 1.742
9 H 1.477 -1.569 0.860
10 H 1.029 -3.246 0.537
11 H 0.724 0.161 -0.383
12 H -0.976 1.120 -2.154
13 H -3.153 0.070 -2.255
14 H -3.515 -2.166 -1.299
15 H -1.768 -3.329 -0.317
16 C 2.009 2.222 0.400
17 C 1.360 2.778 1.674
18 H 1.373 2.351 -0.475
19 H 2.998 2.647 0.247
20 H 2.090 1.147 0.561
21 H 1.420 3.846 1.850
22 H 1.831 2.269 2.519
23 H 0.346 2.391 1.792

## Properties
- spin multiplicity = 1
- frontier orbital gap (Ha) = 0.36734
- LUMO level (eV) = 1.020
- SMILES = Cc1ccccc1.CC

---

# 5
Molecular formula: C9H14
Method: DFT, ωB97M-V/def2-TZVPD

Positions of all 23 atoms, in Å:
1 C -1.124 1.001 -2.139
2 C -0.722 0.973 -3.637
3 H -1.447 0.003 -1.750
4 H -0.328 1.336 -1.473
5 H -2.098 1.498 -2.028
6 H -0.589 -0.059 -3.894
7 H 0.212 1.518 -3.711
8 H -1.498 1.430 -4.240
9 C 2.057 -1.987 0.787
10 C -0.216 -0.953 0.759
11 C 1.064 -0.959 1.254
12 C -1.312 -0.154 1.279
13 C 1.308 -0.034 2.270
14 C -0.965 0.860 2.167
15 C 0.286 0.766 2.779
16 H -0.347 -1.318 -0.258
17 H -2.331 -0.257 0.922
18 H 2.810 -1.533 0.132
19 H 1.477 -2.749 0.274
20 H 2.362 0.102 2.521
21 H -1.747 1.418 2.669
22 H 0.390 1.309 3.716
23 H 2.759 -2.211 1.599

## Properties
- spin multiplicity = 2
- frontier orbital gap (spin up / spin down) (Ha) = 0.36531 / 0.23159
- net charge = +1
- LUMO level (spin up / spin down) (eV) = -4.580 / -8.220

---

# 6
Molecular formula: C9H14
Method: DFT, ωB97M-V/def2-TZVPD

Positions of all 23 atoms, in Å:
1 C -0.001 0.839 2.908
2 C -0.013 2.136 2.084
3 H 0.652 0.881 3.780
4 H -0.987 0.553 3.260
5 H 0.359 -0.003 2.303
6 H -0.972 2.235 1.574
7 H 0.842 2.222 1.423
8 H -0.008 2.992 2.754
9 C 1.023 1.138 -1.478
10 C 0.016 -2.384 -2.241
11 C -1.045 -2.557 -1.314
12 C 0.748 -1.240 -2.195
13 C 0.353 -0.159 -1.316
14 C -1.329 -1.565 -0.346
15 C -0.732 -0.333 -0.406
16 H 0.247 -3.193 -2.918
17 H -1.589 -3.492 -1.324
18 H 1.633 -1.124 -2.805
19 H -2.103 -1.728 0.393
20 H 2.060 1.030 -1.139
21 H 0.536 1.910 -0.890
22 H -0.822 0.381 0.406
23 H 1.131 1.461 -2.515

## Properties
- spin multiplicity = 2
- frontier orbital gap (spin up / spin down) (Ha) = 0.38313 / 0.24622
- net charge = +1
- LUMO level (spin up / spin down) (eV) = -4.410 / -8.144

---

# 7
Molecular formula: C9H14
Method: DFT, ωB97M-V/def2-TZVPD

Positions of all 23 atoms, in Å:
1 C 1.735 -2.460 -1.770
2 C 0.315 1.446 -0.610
3 C 0.989 1.296 -1.816
4 C -0.040 0.403 0.197
5 C 1.516 -0.096 -2.033
6 C 0.404 -0.950 -0.042
7 C 1.291 -1.126 -1.162
8 H -0.037 2.524 -0.373
9 H 1.174 2.091 -2.512
10 H -0.914 0.416 0.842
11 H 1.948 -0.310 -3.005
12 H 0.088 -1.776 0.498
13 H 2.322 -2.955 -0.949
14 H 2.494 -2.531 -2.572
15 H 0.953 -3.176 -2.009
16 C -2.034 1.382 3.139
17 C -3.033 0.242 2.806
18 H -1.003 0.994 2.879
19 H -2.219 2.323 2.641
20 H -2.068 1.521 4.172
21 H -4.013 0.595 2.691
22 H -2.555 0.022 1.794
23 H -3.022 -0.564 3.642

## Properties
- spin multiplicity = 2
- frontier orbital gap (spin up / spin down) (Ha) = 0.34953 / 0.21695
- net charge = +1
- LUMO level (spin up / spin down) (eV) = -4.932 / -8.541

---

# 8
Molecular formula: C9H14Br6O4
Method: DFT, ωB97M-V/def2-TZVPD

Positions of all 33 atoms, in Å:
1 C -3.172 -2.545 -1.940
2 C -3.989 -1.651 -2.928
3 C -5.580 -1.984 -3.135
4 O -6.193 -1.044 -2.248
5 C -5.373 -0.090 -1.816
6 O -5.658 0.860 -1.140
7 O -4.101 -0.306 -2.376
8 H -2.207 -2.098 -1.701
9 H -2.842 -3.495 -2.361
10 H -3.731 -2.667 -1.013
11 H -3.516 -1.657 -3.910
12 H -5.820 -2.996 -2.809
13 H -5.859 -1.788 -4.170
14 C 8.461 3.894 1.142
15 C 9.048 3.429 -0.196
16 O 9.762 4.164 -0.776
17 C 8.784 1.971 -0.599
18 H 9.224 4.367 1.761
19 H 8.043 3.019 1.641
20 H 7.665 4.629 1.030
21 H 9.142 1.858 -1.622
22 H 7.744 1.686 -0.757
23 H 9.331 1.240 -0.003
24 C 0.661 1.766 1.611
25 Br -0.500 0.592 2.631
26 Br 2.290 0.963 1.022
27 Br 1.037 3.421 2.645
28 H 0.193 2.069 0.675
29 C -6.503 -3.417 4.155
30 Br -7.282 -3.929 2.510
31 Br -5.415 -4.859 5.001
32 Br -7.844 -2.822 5.513
33 H -5.802 -2.582 4.165

## Properties
- spin multiplicity = 1
- frontier orbital gap (Ha) = 0.34319
- LUMO level (eV) = -0.300

---

What are the relative energy (zero: lowest compared OMol25 entry of this formula, charge and spin) values for these records? In order: 21.8, 8.3, 4.3, 18.1, 28.0, 4.2, 47.1, 25.2 kcal/mol.